Entry 1:
# H4O2

A 2-piece molecular cluster, H4O2 overall (the ωB97M-V functional and the def2-TZVPD basis, OMol25).

## Properties
Orbital gap (eV): 12.009
Relative energy (zero: lowest compared OMol25 entry of this formula, charge and spin) (kcal/mol): 7.42
Max |F| (eV Å⁻¹): 2.253
SMILES: O.O
Total charge: 0
LUMO energy (eV): 0.5

Last column: Löwdin charge in e.
Cartesian coordinates (Å):
H 1.1006 -0.5201 0.5315  0.0146
H -1.0639 0.6537 0.0182  0.0559
H -1.3511 -0.8635 -0.1705  0.0193
H 1.6150 0.8588 0.0103  0.0798
O 1.5036 -0.1153 -0.2323  -0.0788
O -1.8042 -0.0136 -0.1572  -0.0909

Atoms 1-3, force components in eV/Å:
-0.07 -0.14 0.48
-1.58 -1.51 -0.52
0.01 0.07 -0.11

---

Entry 2:
# C2H3NO3

A 2-piece molecular cluster, C2H3NO3 overall (the ωB97M-V functional and the def2-TZVPD basis, OMol25).

## Properties
Orbital gap (eV): 9.402
Relative energy (zero: lowest compared OMol25 entry of this formula, charge and spin) (kcal/mol): 189.74
Max |F| (eV Å⁻¹): 4.604
Total charge: 0
LUMO energy (eV): -0.8

Last column: Löwdin charge in e.
Cartesian coordinates (Å):
C 0.7235 1.1134 0.0013  0.0186
O 3.3804 -0.9053 0.9183  0.0480
N 3.2904 -0.0116 0.1296  -0.3272
O -0.1082 0.8670 0.9220  0.0507
H 0.1396 -0.9628 -0.1277  0.0980
C -0.2875 0.0141 -0.2097  -0.1039
H -1.0208 0.2536 -0.9135  0.0815
H 2.2270 0.4734 0.0777  0.0893
O 3.9430 0.2804 -0.8500  0.0450

Atoms 1-3, force components in eV/Å:
-0.10 -0.40 -0.26
1.22 -0.50 0.71
-3.97 0.82 -2.18

---

Entry 3:
# C5H13NO2

A 2-piece molecular cluster, C5H13NO2 overall (the ωB97M-V functional and the def2-TZVPD basis, OMol25).

## Properties
Orbital gap (eV): 10.601
Relative energy (zero: lowest compared OMol25 entry of this formula, charge and spin) (kcal/mol): 27.51
Max |F| (eV Å⁻¹): 3.261
SMILES: CC(C)CNC=O.O
Total charge: 0
LUMO energy (eV): 0.7

Last column: Löwdin charge in e.
Cartesian coordinates (Å):
H 0.9498 1.2943 0.6382  0.0616
C 0.6142 -0.8524 0.5367  -0.4372
H -0.7993 -1.8205 -0.8272  0.1592
C -0.6158 -0.7462 -0.3549  -0.2110
H -2.4161 -1.1575 0.8452  0.1646
H 1.8494 0.4137 1.8766  0.1099
H -0.3847 -0.0372 -1.2188  0.1166
H 0.5962 -1.7562 1.2637  0.1598
H -3.1980 0.8542 1.1254  0.1358
C -2.2789 0.8232 0.5005  -0.4004
H 0.1103 1.6118 -0.9930  -0.0191
H 1.5825 -2.0830 -1.0189  0.0694
N -1.8674 -0.4447 0.2888  0.0133
C 0.8860 0.4318 1.2668  -0.0819
H -0.1873 2.0398 -2.4065  0.0373
O 0.5260 1.7310 -1.8622  -0.0671
H 1.8219 -0.3608 -1.2828  0.1007
H 0.0805 0.5533 1.9522  0.0614
C 1.7580 -1.1693 -0.4431  -0.1004
O -1.7556 1.7619 0.0114  0.0430
H 2.7282 -1.0870 0.1020  0.0847

Atoms 1-3, force components in eV/Å:
0.02 0.45 -0.47
1.11 -1.44 -0.53
0.57 2.15 0.66

---

Entry 4:
# C4H24NO6

A 7-piece molecular cluster, C4H24NO6 overall (the ωB97M-V functional and the def2-TZVPD basis, OMol25).

## Properties
Orbital gap (eV): 10.919
Relative energy (zero: lowest compared OMol25 entry of this formula, charge and spin) (kcal/mol): 57.48
Max |F| (eV Å⁻¹): 3.133
Total charge: +1
LUMO energy (eV): -3.1

Last column: Löwdin charge in e.
Cartesian coordinates (Å):
H 3.6658 -1.7630 -2.4878  -0.0184
H 1.2100 -0.5253 4.0098  0.0327
H -0.4689 -1.4161 1.6250  0.0820
H -0.5540 2.6177 -1.6360  0.0918
H 0.3290 0.0895 -0.1448  0.1727
H -2.8551 -0.0110 -1.9027  0.1039
H 2.5765 2.4271 3.2603  0.0157
H -3.3925 0.2343 -0.2980  0.0794
O -3.3444 2.1013 1.5506  -0.0452
H -2.0184 -1.6213 0.6820  0.1097
H -3.5144 2.9903 1.8782  0.0582
H -1.7238 -0.1950 1.6610  0.0981
N -0.6177 -0.2921 -0.1659  0.0448
H 2.3092 3.6633 2.3337  0.0273
H -0.5528 -1.0293 -0.8732  0.1858
H 2.8323 0.2529 -4.4587  0.0539
O 2.4891 3.3771 3.2288  -0.0429
O 2.4955 0.0089 -3.5907  -0.0538
O 4.0317 -2.4023 -1.8908  -0.0271
H -3.2665 1.5064 -1.5440  0.0850
O 0.5319 -1.1853 3.8856  -0.0365
C -1.2476 -0.9423 1.0318  0.0248
H 1.4157 -4.8761 0.9021  0.0348
H 3.8612 -2.0814 -1.0102  0.0280
H -1.1800 1.4646 -2.7590  0.0851
H -4.0472 1.9224 0.9204  0.0339
C -1.3527 0.9335 -0.6321  -0.3673
H -1.4314 1.6494 0.1792  0.1259
H 3.3143 0.0591 -3.0806  0.0314
C -0.5937 1.5534 -1.8508  -0.0099
O 1.3988 -4.2061 0.2240  -0.0594
H 1.6589 -4.4065 -0.6687  0.0264
C -2.7754 0.7055 -1.0682  -0.0765
H 0.3972 1.1108 -1.9733  0.0682
H 0.4193 -1.7143 4.6628  0.0374

Atoms 1-3, force components in eV/Å:
-0.41 0.31 -0.51
0.22 -0.03 0.56
-0.15 -0.31 -0.10

---

Entry 5:
# C5H7N

One molecule with the formula C5H7N (the ωB97M-V functional and the def2-TZVPD basis, OMol25).

## Properties
Orbital gap (eV): 11.026
Relative energy (zero: lowest compared OMol25 entry of this formula, charge and spin) (kcal/mol): 59.63
Max |F| (eV Å⁻¹): 0.491
SMILES: C#C[C@@H](C)N=C
Total charge: 0
LUMO energy (eV): 1.1

Last column: Löwdin charge in e.
Cartesian coordinates (Å):
H 1.0596 -1.3971 -0.8423  0.0822
C 0.9294 1.1762 1.8938  0.1200
H 0.1730 1.5099 -1.1530  0.1404
N -1.1917 0.0273 -0.7436  0.0011
H -2.8116 -0.8125 0.1242  0.0687
C 0.6053 0.8664 0.7749  -0.1206
H -1.4419 -0.3174 1.3011  0.0686
H 0.7514 -0.5268 -2.3569  0.0772
H 2.1294 -0.0579 -1.3248  0.0793
C -1.8228 -0.3762 0.2742  -0.0426
H 1.2251 1.4709 2.8776  0.0279
C 1.0965 -0.4158 -1.3251  -0.0656
C 0.1631 0.5613 -0.6013  -0.4368

Atoms 1-3, force components in eV/Å:
0.03 0.15 -0.03
-0.11 -0.14 -0.46
-0.02 -0.12 0.07

---

Entry 6:
# C29H23AuFINO5Te

C29H23AuFINO5Te as an isolated structure (the ωB97M-V functional and the def2-TZVPD basis, OMol25).

## Properties
Orbital gap (alpha / beta) (eV): 7.899 / 4.639
Spin multiplicity: 3
Relative energy (zero: lowest compared OMol25 entry of this formula, charge and spin) (kcal/mol): 7.69
Max |F| (eV Å⁻¹): 0.796
Total charge: +1
<S²>: 2.01
LUMO energy (alpha / beta) (eV): -2.9 / -6.2

Last column: Löwdin charge in e.
Cartesian coordinates (Å):
H -2.1704 1.6236 -4.4071  0.1402
H -3.2189 2.9291 -5.5355  0.0806
H 5.7396 -5.7520 2.1315  0.1117
C -0.4429 4.9768 -5.8221  -0.1416
C 1.6822 -4.0264 0.5941  -0.3395
C 2.8357 4.3323 -4.2321  0.0743
H -2.8311 4.2981 -4.4749  0.1022
C 3.2937 3.6573 -3.1022  -0.2489
H -0.9827 3.0437 -6.5632  0.1624
H -0.2280 1.2435 7.6047  0.0977
H 4.8718 -1.6421 2.9455  0.1211
C 3.3771 -2.7181 1.8460  -0.2858
C 1.2365 2.4722 -2.9381  -0.0439
C 0.7499 3.1565 -4.0627  -0.0570
H 2.6020 -0.9388 0.8695  0.0836
H 1.2025 -4.9988 0.6762  0.0681
O -0.1906 1.0035 1.8923  -0.1709
C -0.2033 1.6536 6.6051  -0.1340
H 6.3904 -3.5794 3.1145  0.1115
Te 0.4808 -2.4177 1.4498  1.7352
C 5.4468 -3.6790 2.5957  -0.0614
C -0.1310 0.4409 3.0474  -0.5776
C -0.1748 0.8178 5.5026  -0.0061
C 4.5938 -2.5901 2.5014  -0.0282
C -0.1650 3.5773 5.1387  -0.1355
C 5.0798 -4.8995 2.0459  -0.0617
C -1.6744 -0.0398 -2.5346  -0.5733
N -0.5350 2.8803 -4.5246  0.0540
H -0.1753 -0.2566 5.6220  0.1207
C -0.7951 1.1420 -2.8932  -0.0301
H 1.2863 4.1923 -6.8335  0.1361
O -0.0424 -0.7886 3.2307  -0.2145
C -0.1435 2.7365 4.0397  -0.0089
O 0.8957 0.9409 -1.2073  -0.0709
H -0.6686 5.6109 -4.9598  0.1386
C -0.1995 3.0288 6.4139  -0.7193
H 3.4863 5.0456 -4.7217  0.1406
C 1.0604 4.7918 -5.9463  -0.1161
H -3.0036 4.5274 -6.2177  0.0936
C -1.1446 3.6385 -5.6599  -0.2859
O -1.3076 -0.8041 -1.5364  -0.1794
C -1.2155 1.8811 -3.9737  0.0454
I -0.2530 4.2957 8.0785  0.8967
H -0.1201 3.1450 3.0393  0.1189
H 1.7401 -3.7526 -0.4653  0.0778
C 3.0085 -3.9423 1.2866  -0.3016
C 2.5248 2.7394 -2.4500  0.0788
H -0.1565 4.6505 5.0111  0.0968
H -0.8460 5.4647 -6.7082  0.1298
C 3.8616 -5.0333 1.3983  -0.0280
H 2.8914 2.2210 -1.5769  0.1345
Au -0.5868 -0.0027 0.1555  1.0450
C 0.4274 1.4631 -2.2705  -0.2744
F 4.5258 3.9265 -2.6573  0.0923
O -2.6376 -0.2723 -3.2261  0.1016
C -2.6404 3.8463 -5.4495  -0.0333
H 1.5647 5.7495 -6.0673  0.1269
H 3.5737 -5.9880 0.9758  0.1203
C -0.1473 1.3561 4.2194  -0.1393
H 2.3868 -0.9434 2.6315  0.0739
C 2.4119 -1.5695 1.7438  -0.3165
C 1.5756 4.0903 -4.7225  -0.1269

Atoms 1-3, force components in eV/Å:
0.00 -0.01 0.02
-0.02 0.02 0.00
0.00 0.00 0.00

---

Entry 7:
# C26H60I2N2O22S6

A 7-piece molecular cluster, C26H60I2N2O22S6 overall (the ωB97M-V functional and the def2-TZVPD basis, OMol25).

## Properties
Orbital gap (eV): 8.260
Relative energy (zero: lowest compared OMol25 entry of this formula, charge and spin) (kcal/mol): 27.42
Max |F| (eV Å⁻¹): 3.819
Total charge: 0
LUMO energy (eV): 0.0

Last column: Löwdin charge in e.
Cartesian coordinates (Å):
C -2.4895 -2.5461 7.2561  -0.2489
S -1.7100 -1.0458 5.2758  0.5760
H 5.5037 9.1963 -3.4278  0.0851
O -5.6548 -2.3082 -1.0411  -0.2576
H -7.2513 -1.3284 1.0203  0.0681
H 5.8331 0.1135 -5.6823  0.0921
C 1.8119 -6.0608 12.8369  -0.0755
H 0.0056 1.6402 -1.9991  0.0645
C 6.5636 0.3411 -6.4614  -0.2580
H -8.0779 -1.2690 -0.5273  0.0852
O -1.4718 -2.1923 4.4512  -0.2790
H -8.5638 -2.4598 0.6986  0.0813
C 0.2157 -2.2935 0.3982  -0.4353
C -5.0591 -1.2624 -6.5497  -0.2497
C 1.0909 -6.6797 11.6550  -0.2511
H 3.7913 1.6950 -2.5916  0.0795
H 7.5209 -0.0613 -6.1347  0.1226
C 3.4929 1.6412 -0.4916  -0.7337
O -4.1810 -0.2088 -6.9921  -0.2609
O -5.0340 -0.3026 0.2509  -0.2720
H 1.9369 7.3403 -5.6023  0.0761
H 1.8283 2.8155 0.2593  0.0763
H 3.8566 7.6170 -1.3739  0.1168
H -6.7577 -0.0628 -5.9419  0.0694
O 4.9401 2.5919 -8.0403  -0.2783
H -1.7781 1.1384 -6.8559  0.0755
C -0.5297 0.7128 -1.8198  0.0201
S -4.5276 -1.5664 -0.1898  0.5676
O 3.1189 7.9655 -3.2913  -0.2587
H -3.4218 -2.7838 7.7657  0.1206
H -4.7883 -1.5722 -5.5382  0.1124
C 5.4145 8.5036 -2.5903  -0.0737
C -7.7150 -1.9426 0.2497  -0.0751
C 2.4871 -1.0357 -1.3286  -0.5531
H 5.4089 4.9886 -6.5926  0.0601
O -0.2869 -6.9842 11.9477  -0.2626
H 6.9720 4.3567 -7.1731  0.0766
H -2.0736 0.5464 3.6161  0.0738
H -0.2670 -1.9291 2.4744  0.0750
H -2.5580 -0.7082 -1.0250  0.0339
O 0.3199 0.5143 0.3684  0.1646
C 1.8189 6.5180 -4.9010  -0.1157
H 2.9548 3.7139 -0.7357  0.0238
H -2.4316 2.7436 -6.4263  0.0764
H -6.3292 -3.5964 0.4495  0.1159
H 6.1489 -1.3800 -7.6896  0.0813
C -6.7320 -2.9431 -0.3272  -0.2524
C -0.7882 -2.0651 1.5360  0.0124
O 4.5473 2.3716 -5.5931  -0.2903
C 3.9626 8.3408 -2.1843  -0.2477
O -0.6238 -0.3398 5.8806  -0.2714
O 0.9766 -3.1599 0.5297  0.1610
O -1.1587 -5.1167 13.3077  -0.2722
O -1.2751 -5.0280 10.8245  -0.2796
C -2.7941 -6.7296 12.0991  -0.1220
H -1.5980 0.8950 -1.7150  0.0735
O -3.9540 -2.5015 0.7281  -0.2749
C 6.1800 -0.2939 -7.7846  -0.0747
H 1.1509 -6.0381 10.7738  0.1160
S 3.2207 6.4715 -3.8361  0.5742
C -2.6445 1.7927 -6.9103  -0.1195
H 1.7913 5.5713 -5.4373  0.0772
H -0.4574 -2.0407 7.8062  0.0709
H 1.7092 -6.6900 13.7216  0.0849
H -7.2407 -3.5766 -1.0519  0.1206
C 3.7770 0.9113 -1.8339  -0.7465
H -0.4219 0.1137 -2.7296  0.0890
H -3.8308 -0.7417 -2.2685  0.0717
H 1.5601 -7.6279 11.3981  0.1211
O 3.1439 -1.3396 -0.4305  0.1855
H -2.2168 -3.4165 6.6560  0.1154
H 5.8479 7.5553 -2.9057  0.0682
O 2.9690 5.5671 -2.7570  -0.2717
S 5.4193 2.6623 -6.6934  0.5690
C 0.0393 -0.0587 -0.6136  -0.4562
O 4.3959 6.3405 -4.6438  -0.2797
H -6.7702 -0.5242 -7.6359  0.0858
H -2.7290 -7.4306 12.9274  0.0753
O 1.3172 -1.7776 -1.6305  0.0353
H 1.8301 2.5297 -1.5186  0.0568
H -1.2958 -3.0634 8.9726  0.0638
H 3.5770 9.2921 -1.8219  0.1219
O 6.7347 1.7677 -6.5558  -0.2609
O -5.1215 1.9100 -6.1431  -0.2697
O -3.5245 0.5974 -4.7595  -0.2874
O -2.7808 -1.4279 6.3934  -0.2615
C 2.4335 2.7636 -0.6423  -0.1495
H -3.5440 -0.4134 3.9418  0.0764
N 2.7472 -0.0192 -2.2358  0.0623
H 3.1855 0.9877 0.3191  0.0582
I 5.7854 0.0444 -1.9893  0.7452
I 5.3620 2.5376 0.2188  0.7594
H -7.1568 -1.7221 -6.3822  0.0820
H -3.0393 0.8816 5.0764  0.0748
H 2.8720 -0.3534 -3.1847  0.1461
C 6.1760 4.2316 -6.4431  -0.1212
H -2.9464 1.9588 -7.9413  0.0766
H -1.6826 -1.3334 8.8462  0.0867
H 6.5609 4.2831 -5.4280  0.0791
S -3.9834 1.0525 -6.0379  0.5698
N 0.2356 -1.4825 -0.8052  0.0323
H -1.4092 -1.1782 1.3733  0.0642
H -3.6199 -6.0395 12.2586  0.0766
C -6.5220 -0.8715 -6.6326  -0.0740
C -3.3607 -1.2946 -1.4563  -0.1138
H -4.8699 -2.1077 -7.2090  0.1220
C -1.4196 -2.2285 8.2813  -0.0669
H 6.8952 -0.0237 -8.5622  0.0848
H 2.8710 -5.9331 12.6109  0.0820
H 6.0030 8.8789 -1.7526  0.0829
H 5.1984 0.0416 -8.1173  0.0671
H -2.9142 -7.2507 11.1526  0.0746
S -1.3171 -5.7714 12.0469  0.5717
H 0.9206 6.6396 -4.3012  0.0757
C -2.7021 0.1092 4.3899  -0.1133
H -2.9806 -2.2516 -1.8055  0.0894
H -1.4507 -2.9259 1.5919  0.0862
H 1.4021 -5.0827 13.0853  0.0693

Atoms 1-3, force components in eV/Å:
0.30 -0.50 0.47
-0.58 0.29 0.07
-0.01 0.05 0.06

---

Entry 8:
# BrF2NS

A 2-piece molecular cluster, BrF2NS overall (the ωB97M-V functional and the def2-TZVPD basis, OMol25).

## Properties
Orbital gap (alpha / beta) (eV): 8.398 / 8.408
Relative energy (zero: lowest compared OMol25 entry of this formula, charge and spin) (kcal/mol): 70.44
Max |F| (eV Å⁻¹): 1.852
Total charge: 0
LUMO energy (alpha / beta) (eV): -1.0 / -1.0

Last column: Löwdin charge in e.
Cartesian coordinates (Å):
F -1.0558 -0.7792 -0.8930  -0.4896
F -0.8779 -0.1174 1.3947  -0.4762
Br 2.0954 -0.2871 -0.1907  0.6387
S -1.9953 -0.1499 0.2684  0.9025
N 1.8335 1.3336 -0.5793  -0.5755

Atoms 1-3, force components in eV/Å:
-0.57 0.25 0.38
0.03 0.06 0.28
0.41 -1.76 0.42

---

For the records above, the corresponding energy values read -152.86312; -358.22731; -403.53277; -672.71764; -249.37821; -2350.87509; -5775.83484; -3226.49449 a.u..